No. 1
A structure of composition C9H12NO3 in a non-equilibrium geometry, computed with the ωB97M-V functional and the def2-TZVPD basis.

Last column: Mulliken charge in e.
Geometry (Å):
H1 6.3382 -1.3578 0.0644  0.2706
C1 3.6568 0.3826 -0.3915  -0.8265
H2 4.9874 -2.5008 -0.0867  0.2662
C2 4.4164 -0.4674 -0.0089  0.8427
H3 -3.4971 1.5182 0.0945  0.4330
C3 2.4396 1.8517 -0.3961  0.4853
H4 -1.1741 -1.4240 0.5007  0.3821
N1 1.7069 1.7222 0.6452  -0.4615
C4 -1.5617 0.5823 -0.2038  1.7504
C5 5.3079 -1.5609 0.3721  -1.1213
H5 -2.8345 -0.8580 0.7895  0.4396
H6 -1.4910 -0.2445 1.7802  0.3774
H7 5.2901 -1.6873 1.4583  0.2535
C6 -1.7844 -0.5677 0.7851  -1.6742
C7 0.4581 1.4236 0.8897  0.5767
O1 -0.0955 1.5070 1.9709  -0.6532
H8 -2.9080 -0.2696 -1.6728  0.4087
C8 -1.8922 0.1151 -1.6262  -1.7529
H9 -1.1953 -0.6656 -1.9234  0.4036
H10 -1.7882 0.9438 -2.3239  0.4022
O2 2.6985 2.6822 -1.2164  -0.5397
H11 -2.2332 2.6118 -0.5055  0.3842
C9 -2.4408 1.7826 0.1709  -1.6893
H12 -2.2097 2.0875 1.1905  0.3772
O3 -0.1928 0.9602 -0.2550  -0.3349

## Properties
E_tot   -630.6022 Eh
Net charge   -1
Energy relative to the best compared isomer or geometry (same formula, charge and spin)   1.089 eV
2S+1   1
HOMO   -4.89 eV
Kohn-Sham gap   8.20 eV
Largest force on an atom   3.3 eV/A

---

No. 2
An isolated molecule of C9H12O in a non-equilibrium geometry, computed with the ωB97M-V functional and the def2-TZVPD basis.

Last column: Mulliken charge in e.
Geometry (Å):
C1 -1.5239 -0.9492 -3.0280  0.2318
H1 0.2657 0.8833 1.7738  0.2525
C2 -0.3412 -0.4533 -0.7006  2.3243
C3 1.1830 -0.7676 -0.7388  -1.4368
C4 -0.6756 1.0292 -0.2220  0.3252
H2 1.2062 -1.7204 -0.1902  0.3150
H3 1.6501 0.0568 -0.2708  0.3638
H4 -1.8949 1.2378 1.2532  0.3798
H5 0.4742 -1.8753 1.6777  0.2672
H6 -2.1214 -1.5352 0.0256  0.3255
H7 1.2478 3.0734 -0.0407  0.3281
H8 -1.8499 -1.0757 -4.0060  0.5798
H9 1.4233 -0.9435 -1.7627  0.4042
H10 -1.2551 -2.6956 1.8434  0.2952
C5 -0.9626 -0.6696 -2.0159  -2.1893
C6 -0.6001 -1.9276 1.3956  -0.9611
C7 -1.0689 -1.4000 0.2153  -0.5365
H11 -0.5153 1.5406 -1.1979  0.3531
C8 1.0494 2.5171 0.8033  -0.8651
H12 1.7064 2.8708 1.6779  0.2220
C9 0.1814 1.4985 0.8526  -0.4219
O1 -1.9604 1.0173 0.2696  -0.5568

## Properties
E_tot   -425.2053 Eh
Energy relative to the best compared isomer or geometry (same formula, charge and spin)   4.503 eV
2S+1   1
SMILES   C#C[C@](C)(C=C)[C@@H](O)C=C
HOMO   -9.45 eV
Kohn-Sham gap   10.36 eV
Largest force on an atom   3.3 eV/A

---

No. 3
An isolated molecule of C9H12S in a non-equilibrium geometry, computed with the ωB97M-V functional and the def2-TZVPD basis.

Last column: Mulliken charge in e.
Geometry (Å):
H1 -2.2779 -1.1316 -0.8620  0.2887
H2 -1.5784 -0.0669 0.3927  0.2536
H3 -1.5884 -0.9256 3.8614  0.4522
H4 1.3752 -0.4391 -2.5521  0.3621
H5 0.1479 -1.6645 2.2067  0.1822
H6 1.9358 0.2347 -0.0996  0.3281
H7 0.6076 -2.5858 0.6321  0.3018
H8 1.3382 0.8030 2.3403  0.4714
H9 1.6578 -1.9474 -0.6414  0.2936
C1 -0.1330 -0.5898 2.4217  -0.2987
C2 -1.4992 -0.3966 -0.6237  -1.2393
S1 -1.0135 1.4201 3.6642  0.0298
C3 -1.0447 -0.1957 3.3332  -0.3806
C4 -0.0108 -0.7785 -0.8139  1.6290
C5 -0.0903 1.9451 2.3227  -0.5755
C6 0.5003 0.4956 1.7278  -0.2968
H10 0.4688 -1.8515 -2.8815  0.3015
C7 0.9547 -0.2117 0.2577  -0.4307
H11 -0.3539 -0.2912 -2.9200  0.3677
C8 0.3890 -0.9066 -2.3333  -1.4779
C9 0.7932 -1.6880 -0.0302  -0.9045
H12 -1.6761 0.5359 -1.2738  0.3422

## Properties
E_tot   -748.0865 Eh
Energy relative to the best compared isomer or geometry (same formula, charge and spin)   4.175 eV
2S+1   1
HOMO   -8.77 eV
Kohn-Sham gap   9.13 eV
Largest force on an atom   3.5 eV/A